[1]
{"formula": "C36H102N6O12", "method": "the ωB97M-V functional and the def2-TZVPD basis", "relative_energy_kj_mol": 242.3, "total_charge": 0, "e_tot_ha": -2663.98226, "fmax_ev_per_a": 2.665, "smiles": "COC[C@H](C)N.COC[C@H](C)N.COC[C@H](C)N.COC[C@H](C)N.COC[C@H](C)N.COC[C@H](C)N.CCO.CCO.CCO.CCO.CCO.CCO", "orbital_gap_ev": 8.946, "elements": ["C", "O", "C", "C", "C", "N", "H", "H", "H", "H", "H", "H", "H", "H", "H", "H", "H", "C", "O", "C", "C", "C", "N", "H", "H", "H", "H", "H", "H", "H", "H", "H", "H", "H", "C", "O", "C", "C", "C", "N", "H", "H", "H", "H", "H", "H", "H", "H", "H", "H", "H", "C", "O", "C", "C", "C", "N", "H", "H", "H", "H", "H", "H", "H", "H", "H", "H", "H", "C", "O", "C", "C", "C", "N", "H", "H", "H", "H", "H", "H", "H", "H", "H", "H", "H", "C", "O", "C", "C", "C", "N", "H", "H", "H", "H", "H", "H", "H", "H", "H", "H", "H", "C", "C", "O", "H", "H", "H", "H", "H", "H", "C", "C", "O", "H", "H", "H", "H", "H", "H", "C", "C", "O", "H", "H", "H", "H", "H", "H", "C", "C", "O", "H", "H", "H", "H", "H", "H", "C", "C", "O", "H", "H", "H", "H", "H", "H", "C", "C", "O", "H", "H", "H", "H", "H", "H"], "coordinates": [[-2.898, -6.643, -1.952], [-3.948, -5.813, -1.604], [-3.560, -4.610, -0.978], [-4.758, -3.671, -0.681], [-5.650, -3.387, -1.950], [-4.244, -2.456, -0.129], [-2.249, -6.199, -2.707], [-3.320, -7.568, -2.344], [-2.364, -7.099, -1.118], [-3.099, -4.760, -0.002], [-2.839, -4.103, -1.619], [-5.452, -4.035, 0.076], [-5.027, -3.021, -2.767], [-6.463, -2.683, -1.775], [-6.109, -4.291, -2.349], [-3.701, -2.608, 0.710], [-3.713, -1.943, -0.819], [0.135, 0.556, -6.449], [0.776, 1.099, -5.310], [1.134, 2.519, -5.340], [1.915, 2.773, -4.075], [2.309, 4.257, -3.986], [3.108, 1.909, -4.113], [0.106, -0.531, -6.373], [0.726, 0.790, -7.335], [-0.841, 1.039, -6.505], [1.583, 2.810, -6.289], [0.205, 3.087, -5.296], [1.367, 2.414, -3.204], [2.905, 4.610, -4.828], [2.881, 4.510, -3.094], [1.402, 4.861, -4.031], [2.764, 0.980, -3.918], [3.540, 2.070, -3.215], [-2.515, 2.200, 2.721], [-1.410, 1.889, 3.592], [-1.483, 2.434, 4.874], [-2.253, 1.457, 5.862], [-2.674, 2.196, 7.080], [-1.441, 0.346, 6.200], [-2.144, 1.930, 1.732], [-2.795, 3.248, 2.624], [-3.393, 1.584, 2.919], [-0.462, 2.608, 5.215], [-1.917, 3.433, 4.908], [-3.199, 1.121, 5.436], [-3.353, 3.044, 6.990], [-1.810, 2.448, 7.694], [-3.169, 1.440, 7.690], [-0.946, 0.092, 5.357], [-0.755, 0.484, 6.929], [3.544, -5.571, -3.463], [3.189, -4.399, -4.193], [2.817, -3.245, -3.479], [2.325, -2.194, -4.488], [3.455, -1.733, -5.369], [1.802, -1.039, -3.805], [2.672, -6.058, -3.026], [4.338, -5.466, -2.723], [3.878, -6.339, -4.161], [2.117, -3.541, -2.697], [3.734, -2.839, -3.052], [1.504, -2.535, -5.118], [4.172, -1.240, -4.712], [2.974, -1.109, -6.122], [3.957, -2.579, -5.838], [1.009, -1.446, -3.331], [1.350, -0.404, -4.448], [1.008, -3.364, 8.064], [1.525, -2.305, 7.215], [0.956, -2.151, 5.901], [1.893, -1.258, 4.979], [1.242, -0.937, 3.641], [3.125, -1.952, 4.762], [1.401, -3.413, 9.079], [1.197, -4.330, 7.595], [-0.077, -3.278, 8.134], [0.894, -3.134, 5.434], [-0.068, -1.787, 5.988], [2.140, -0.296, 5.429], [1.131, -1.832, 3.028], [1.996, -0.303, 3.174], [0.361, -0.313, 3.789], [2.809, -2.861, 4.454], [3.447, -2.166, 5.695], [-4.236, 5.229, 0.061], [-3.335, 4.170, -0.028], [-1.974, 4.594, -0.011], [-1.445, 5.121, -1.410], [-1.502, 4.103, -2.600], [-0.107, 5.622, -1.237], [-4.023, 5.804, 0.963], [-5.266, 4.917, 0.231], [-4.302, 5.824, -0.850], [-1.674, 5.333, 0.732], [-1.368, 3.704, 0.158], [-1.987, 6.028, -1.676], [-1.089, 4.536, -3.511], [-2.506, 3.791, -2.885], [-0.953, 3.210, -2.299], [0.119, 6.015, -2.140], [-0.073, 6.409, -0.604], [-4.462, -2.609, 3.334], [-3.223, -1.723, 3.181], [-2.316, -2.267, 2.278], [-5.027, -2.729, 2.410], [-5.156, -2.241, 4.090], [-4.206, -3.545, 3.830], [-2.721, -1.410, 4.096], [-3.627, -0.802, 2.762], [-2.090, -1.564, 1.664], [2.349, 2.783, 2.257], [1.491, 3.898, 1.701], [1.824, 3.940, 0.335], [2.006, 1.829, 1.858], [2.254, 2.732, 3.342], [3.417, 2.923, 2.093], [1.721, 4.831, 2.215], [0.437, 3.735, 1.924], [1.182, 4.508, -0.096], [0.672, 0.467, -0.938], [-0.099, 0.158, 0.313], [-0.837, -1.017, 0.143], [1.064, 1.479, -0.834], [0.137, 0.507, -1.886], [1.592, -0.116, -0.993], [-0.831, 0.949, 0.473], [0.470, 0.083, 1.241], [-1.326, -0.958, -0.681], [3.231, -2.231, 0.123], [4.029, -1.735, 1.308], [5.399, -1.860, 1.096], [3.661, -3.167, -0.234], [3.226, -1.477, -0.664], [2.200, -2.320, 0.464], [3.804, -2.270, 2.231], [3.821, -0.668, 1.392], [5.850, -1.497, 1.862], [-1.893, -0.100, -4.025], [-2.613, -1.139, -3.095], [-2.596, -0.605, -1.732], [-2.341, 0.893, -3.974], [-1.955, -0.354, -5.083], [-0.814, -0.065, -3.876], [-1.994, -2.035, -3.133], [-3.614, -1.459, -3.384], [-3.126, 0.196, -1.732], [5.374, 0.994, -1.490], [4.405, 1.762, -0.611], [3.747, 2.764, -1.315], [4.811, 0.528, -2.298], [5.952, 0.228, -0.972], [6.072, 1.727, -1.894], [4.973, 2.054, 0.273], [3.615, 1.070, -0.318], [3.085, 3.113, -0.713]], "mulliken_charge": [-0.77, -0.37, -0.09, 0.22, -1.46, -0.43, 0.29, 0.28, 0.31, 0.36, 0.04, 0.35, 0.19, 0.37, 0.41, 0.37, 0.23, -1.15, -0.02, -1.13, 2.20, -1.70, -0.81, 0.32, 0.28, 0.33, 0.43, 0.30, -0.82, 0.40, 0.34, 0.31, 0.19, 0.18, -0.44, 0.46, -1.30, 0.88, -1.87, -0.42, -0.26, 0.41, 0.20, 0.22, 0.53, 0.04, 0.41, 0.38, 0.45, 0.04, 0.27, -0.79, -0.40, -0.61, 0.42, -1.44, 0.71, 0.30, 0.29, 0.31, 0.49, 0.26, 0.40, 0.21, 0.28, 0.44, -0.10, -0.41, -0.78, -0.40, -0.64, 0.09, -0.44, -0.70, 0.27, 0.30, 0.30, 0.40, 0.44, 0.39, 0.28, -0.09, -0.12, 0.36, 0.34, -0.91, -0.23, 0.10, 0.51, -1.46, -0.67, 0.35, 0.30, 0.30, 0.51, -0.88, 0.49, 0.55, 0.44, 0.08, 0.21, 0.23, -1.38, 0.27, -0.46, 0.26, 0.43, 0.32, 0.39, 0.06, 0.22, -1.02, 0.15, -0.44, -0.09, 0.52, 0.39, 0.44, -0.20, 0.07, 2.49, 1.69, -0.63, -0.51, -0.89, -0.86, -0.95, -0.56, 0.09, -0.23, 0.01, -0.63, 0.48, -0.40, 0.12, 0.27, 0.00, 0.36, -0.79, -0.31, -0.48, 0.26, 0.55, -0.10, 0.25, 0.16, 0.14, -1.25, 0.90, -0.44, 0.02, 0.36, 0.43, 0.29, -0.42, 0.32]}

[2]
{"formula": "C36H102N6O18", "method": "the ωB97M-V functional and the def2-TZVPD basis", "relative_energy_kj_mol": 777.4, "total_charge": 0, "e_tot_ha": -3115.21811, "fmax_ev_per_a": 3.549, "smiles": "COC[C@H](C)N.COC[C@H](C)N.COC[C@H](C)N.COC[C@H](C)N.COC[C@H](C)N.COC[C@H](C)N.OCCO.OCCO.OCCO.OCCO.OCCO.OCCO", "orbital_gap_ev": 9.179, "elements": ["C", "O", "C", "C", "C", "N", "H", "H", "H", "H", "H", "H", "H", "H", "H", "H", "H", "C", "O", "C", "C", "C", "N", "H", "H", "H", "H", "H", "H", "H", "H", "H", "H", "H", "C", "O", "C", "C", "C", "N", "H", "H", "H", "H", "H", "H", "H", "H", "H", "H", "H", "C", "O", "C", "C", "C", "N", "H", "H", "H", "H", "H", "H", "H", "H", "H", "H", "H", "C", "O", "C", "C", "C", "N", "H", "H", "H", "H", "H", "H", "H", "H", "H", "H", "H", "C", "O", "C", "C", "C", "N", "H", "H", "H", "H", "H", "H", "H", "H", "H", "H", "H", "O", "C", "C", "O", "H", "H", "H", "H", "H", "H", "O", "C", "C", "O", "H", "H", "H", "H", "H", "H", "O", "C", "C", "O", "H", "H", "H", "H", "H", "H", "O", "C", "C", "O", "H", "H", "H", "H", "H", "H", "O", "C", "C", "O", "H", "H", "H", "H", "H", "H", "O", "C", "C", "O", "H", "H", "H", "H", "H", "H"], "coordinates": [[-4.727, -2.866, 9.841], [-5.690, -3.346, 8.919], [-5.094, -4.025, 7.765], [-4.511, -3.070, 6.627], [-5.614, -2.140, 6.108], [-3.887, -3.854, 5.600], [-4.118, -2.167, 9.268], [-4.218, -3.745, 10.237], [-5.349, -2.330, 10.558], [-4.461, -4.828, 8.140], [-5.950, -4.587, 7.392], [-3.786, -2.446, 7.149], [-6.514, -2.723, 5.914], [-5.385, -1.674, 5.149], [-5.925, -1.344, 6.784], [-3.009, -4.211, 5.950], [-3.537, -3.074, 5.062], [-3.290, 3.709, 12.498], [-3.592, 3.698, 11.086], [-2.391, 3.723, 10.290], [-2.770, 3.292, 8.924], [-1.554, 3.092, 8.110], [-3.782, 4.134, 8.317], [-4.216, 3.769, 13.069], [-2.589, 4.486, 12.803], [-2.751, 2.781, 12.689], [-1.999, 4.738, 10.352], [-1.704, 3.020, 10.762], [-3.357, 2.382, 9.047], [-1.076, 2.159, 8.409], [-0.961, 4.001, 8.204], [-1.791, 2.999, 7.050], [-4.232, 3.626, 7.570], [-4.491, 4.326, 9.011], [7.857, -4.060, -5.712], [7.101, -3.240, -6.581], [6.676, -2.024, -5.916], [5.806, -1.082, -6.736], [5.588, 0.376, -6.207], [4.545, -1.803, -6.981], [8.166, -4.928, -6.295], [7.426, -4.551, -4.840], [8.858, -3.673, -5.523], [6.172, -2.249, -4.976], [7.593, -1.601, -5.506], [6.313, -1.082, -7.701], [6.534, 0.752, -5.817], [4.890, 0.540, -5.385], [5.288, 1.014, -7.038], [4.963, -2.618, -7.408], [3.858, -1.469, -7.642], [-7.264, -3.432, -3.624], [-7.330, -4.563, -2.813], [-6.211, -4.933, -2.010], [-6.466, -6.222, -1.206], [-7.564, -5.979, -0.206], [-5.363, -6.688, -0.421], [-7.062, -2.503, -3.090], [-8.122, -3.332, -4.288], [-6.396, -3.552, -4.273], [-5.403, -5.071, -2.728], [-5.869, -4.170, -1.311], [-6.783, -6.938, -1.964], [-8.443, -5.727, -0.799], [-7.275, -5.211, 0.511], [-7.777, -6.939, 0.264], [-5.675, -7.390, 0.235], [-5.149, -5.896, 0.167], [3.329, 7.564, -1.991], [4.014, 6.753, -1.101], [4.888, 7.538, -0.214], [5.613, 6.630, 0.744], [4.639, 5.857, 1.702], [6.408, 7.453, 1.564], [2.679, 6.938, -2.603], [3.935, 8.180, -2.655], [2.711, 8.201, -1.359], [5.571, 7.995, -0.930], [4.378, 8.269, 0.412], [6.160, 5.933, 0.109], [5.231, 5.301, 2.429], [4.013, 5.247, 1.050], [4.020, 6.586, 2.226], [6.864, 8.199, 1.058], [5.869, 8.138, 2.075], [7.119, -1.687, 1.290], [8.103, -2.734, 1.275], [9.441, -2.248, 1.152], [10.365, -3.508, 0.951], [10.341, -4.407, 2.251], [11.718, -3.230, 0.589], [7.146, -1.098, 0.374], [7.328, -1.028, 2.134], [6.107, -2.086, 1.236], [9.532, -1.666, 0.234], [9.860, -1.578, 1.903], [9.940, -3.971, 0.060], [9.487, -4.099, 2.855], [11.152, -4.126, 2.922], [10.160, -5.477, 2.143], [11.757, -2.736, -0.291], [12.229, -4.076, 0.385], [-3.295, 9.524, -7.649], [-4.041, 8.325, -7.695], [-5.578, 8.544, -7.396], [-6.249, 9.415, -8.243], [-3.519, 10.058, -8.415], [-3.905, 7.848, -8.665], [-3.578, 7.762, -6.885], [-5.527, 8.985, -6.400], [-6.130, 7.606, -7.341], [-6.185, 9.254, -9.188], [-0.725, -0.199, -10.369], [-1.855, 0.391, -9.747], [-1.462, 1.285, -8.530], [-2.656, 1.559, -7.785], [-0.512, 0.356, -11.123], [-2.500, 0.877, -10.480], [-2.551, -0.385, -9.427], [-0.906, 2.176, -8.819], [-0.860, 0.751, -7.795], [-2.518, 2.011, -6.949], [1.562, -4.460, -3.545], [1.203, -5.805, -3.612], [2.482, -6.563, -3.856], [2.867, -6.338, -5.200], [2.101, -4.174, -4.286], [0.800, -6.037, -2.626], [0.403, -5.880, -4.348], [2.271, -7.614, -3.660], [3.280, -6.241, -3.186], [3.673, -5.818, -5.208], [-5.747, 7.569, -0.344], [-6.649, 6.741, 0.379], [-8.080, 6.635, -0.246], [-8.836, 7.771, -0.023], [-6.191, 8.361, -0.657], [-6.280, 5.732, 0.561], [-6.763, 7.191, 1.366], [-8.592, 5.784, 0.204], [-8.077, 6.565, -1.334], [-8.208, 8.498, -0.041], [2.260, -7.063, 4.627], [2.709, -7.359, 3.338], [2.555, -8.845, 2.888], [3.200, -9.797, 3.750], [2.830, -7.505, 5.261], [2.211, -6.700, 2.627], [3.772, -7.122, 3.283], [3.032, -8.953, 1.914], [1.488, -9.064, 2.848], [3.167, -10.676, 3.364], [-1.280, 0.188, 0.010], [-2.134, 1.028, -0.744], [-1.410, 2.214, -1.181], [-2.159, 3.095, -2.036], [-0.701, -0.157, -0.674], [-2.438, 0.573, -1.687], [-3.113, 1.204, -0.298], [-0.486, 1.863, -1.641], [-1.066, 2.827, -0.348], [-2.369, 3.897, -1.553]], "mulliken_charge": [-0.61, -0.35, -0.79, 0.56, -1.32, -0.74, 0.25, 0.29, 0.21, 0.38, 0.33, 0.21, 0.32, 0.39, 0.29, 0.28, 0.30, -0.75, -0.33, -0.84, 0.66, -1.40, -0.84, 0.25, 0.30, 0.31, 0.38, 0.38, 0.26, 0.35, 0.35, 0.38, 0.25, 0.29, -0.85, -0.35, -0.83, 0.56, -1.37, -0.67, 0.31, 0.30, 0.35, 0.34, 0.43, 0.26, 0.35, 0.35, 0.34, 0.25, 0.22, -0.72, -0.29, -0.74, 0.30, -1.36, -0.76, 0.30, 0.25, 0.30, 0.42, 0.33, 0.29, 0.31, 0.35, 0.43, 0.30, 0.29, -0.73, -0.31, -0.80, 0.36, -1.24, -0.74, 0.24, 0.28, 0.32, 0.39, 0.38, 0.34, 0.36, 0.33, 0.29, 0.27, 0.28, -0.74, -0.28, -0.84, 0.50, -1.28, -0.74, 0.29, 0.30, 0.26, 0.39, 0.37, 0.27, 0.31, 0.38, 0.31, 0.23, 0.25, -0.51, -0.44, -0.27, -0.52, 0.30, 0.32, 0.28, 0.22, 0.30, 0.30, -0.51, -0.44, -0.17, -0.53, 0.31, 0.30, 0.27, 0.23, 0.24, 0.30, -0.52, -0.24, -0.40, -0.51, 0.29, 0.27, 0.25, 0.27, 0.28, 0.30, -0.51, -0.43, -0.37, -0.48, 0.30, 0.32, 0.32, 0.29, 0.28, 0.29, -0.52, -0.49, -0.26, -0.53, 0.32, 0.32, 0.30, 0.29, 0.26, 0.30, -0.50, -0.42, -0.27, -0.53, 0.31, 0.25, 0.32, 0.23, 0.29, 0.33]}

[3]
{"formula": "C36H15Cl3F15GaGeNOS2Si", "method": "the ωB97M-V functional and the def2-TZVPD basis", "total_charge": -1, "e_tot_ha": -9477.15029, "fmax_ev_per_a": 2.279, "orbital_gap_ev": 5.853, "elements": ["Ga", "O", "S", "C", "C", "C", "C", "C", "C", "C", "C", "C", "C", "C", "C", "H", "H", "H", "H", "H", "H", "H", "H", "H", "H", "N", "C", "C", "C", "C", "C", "C", "H", "H", "H", "H", "H", "Cl", "Si", "Cl", "Cl", "F", "C", "C", "C", "F", "C", "F", "C", "F", "C", "F", "Ge", "S", "C", "C", "F", "C", "F", "C", "F", "C", "F", "C", "F", "C", "C", "F", "C", "F", "C", "F", "C", "F", "C", "F"], "coordinates": [[0.537, 0.362, 1.114], [-0.663, -1.042, 0.018], [-1.976, -1.118, 0.738], [-3.184, -1.581, -0.540], [-4.468, -1.086, -0.393], [-5.455, -1.471, -1.286], [-5.152, -2.349, -2.313], [-3.860, -2.823, -2.465], [-2.868, -2.434, -1.581], [-2.011, -2.798, 1.406], [-2.830, -3.058, 2.490], [-2.849, -4.328, 3.039], [-2.054, -5.329, 2.503], [-1.235, -5.058, 1.420], [-1.211, -3.790, 0.869], [-4.682, -0.403, 0.414], [-6.457, -1.085, -1.178], [-5.926, -2.661, -3.001], [-3.623, -3.505, -3.268], [-1.856, -2.787, -1.696], [-3.425, -2.261, 2.911], [-3.473, -4.532, 3.896], [-2.062, -6.317, 2.942], [-0.597, -5.826, 1.010], [-0.544, -3.560, 0.054], [-0.841, 1.134, 2.009], [-0.922, 2.355, 2.562], [-2.073, 2.674, 3.324], [-2.191, 3.884, 3.966], [-1.187, 4.842, 3.893], [-0.072, 4.576, 3.113], [0.046, 3.375, 2.455], [-2.855, 1.931, 3.400], [-3.082, 4.093, 4.546], [-1.283, 5.781, 4.420], [0.714, 5.317, 3.017], [0.909, 3.177, 1.822], [2.080, -3.453, 0.910], [2.034, -1.531, 1.664], [0.393, -1.684, 3.085], [3.629, -1.559, 2.978], [5.865, 2.560, 0.653], [5.829, 2.585, -0.689], [4.630, 2.846, -1.320], [4.628, 2.845, -2.702], [3.464, 3.092, -3.320], [5.774, 2.618, -3.450], [5.745, 2.625, -4.789], [6.973, 2.372, -2.786], [8.093, 2.148, -3.483], [7.003, 2.353, -1.396], [8.154, 2.109, -0.758], [2.860, 3.017, -0.389], [1.810, 1.224, -0.896], [2.095, 4.760, -1.085], [2.889, 5.783, -1.573], [4.202, 5.576, -1.731], [2.371, 7.031, -1.885], [3.173, 8.025, -2.289], [1.004, 7.253, -1.766], [0.492, 8.454, -2.061], [0.171, 6.221, -1.350], [-1.149, 6.426, -1.278], [0.733, 4.996, -1.003], [-0.066, 4.014, -0.584], [3.397, 3.529, 1.510], [3.883, 4.774, 1.863], [4.052, 5.707, 0.916], [4.218, 5.104, 3.171], [4.676, 6.328, 3.468], [4.071, 4.157, 4.179], [4.394, 4.461, 5.440], [3.586, 2.893, 3.860], [3.428, 1.972, 4.812], [3.267, 2.613, 2.540], [2.783, 1.390, 2.249]], "mulliken_charge": [0.15, -0.42, 0.29, 0.44, -0.37, -0.60, -0.41, -0.76, -0.17, 0.41, -0.24, -0.63, -0.41, -0.95, -0.22, 0.46, 0.39, 0.38, 0.39, 0.34, 0.41, 0.39, 0.38, 0.41, 0.66, -0.29, -0.71, -0.62, -0.38, -0.88, -0.33, 1.24, 0.39, 0.34, 0.37, 0.38, -0.15, -0.32, 0.59, -0.29, -0.32, -0.27, 0.60, -0.64, 0.36, -0.34, 0.02, -0.31, 0.62, -0.31, -0.07, -0.30, 1.55, -0.66, 0.38, 0.01, -0.36, 0.17, -0.33, 0.60, -0.31, -0.06, -0.31, 0.06, -0.26, -0.69, 0.70, -0.33, 0.01, -0.35, 0.73, -0.33, 0.11, -0.32, 0.31, 0.01]}